# 1
84
Properties=species:S:1:pos:R:3:forces:R:3:lowdin_charge:R:1 method="wB97M-V/def2-TZVPD" charge=+1 e_above_lowest_ev=0.000
H 4.204368 0.950002 3.974062 -0.3 -0.2 -0.2 0.113
H 1.855337 1.631101 -6.778349 0.0 0.2 -0.1 0.025
H 0.785839 -1.739795 -3.689068 0.0 -0.1 -0.3 0.000
F -4.977074 -2.787372 3.731442 1.0 1.4 -0.5 0.167
C -0.341911 3.667580 3.267749 0.3 0.2 0.1 -0.074
H 3.858457 0.359550 2.339386 -0.1 0.0 0.4 0.067
C 1.081585 0.324448 4.261437 -0.5 0.9 -0.4 -0.190
C 1.098290 -2.280999 1.287728 -0.8 0.1 0.2 -0.086
H 1.876648 -1.619238 4.600127 -0.2 0.1 0.2 0.086
C 2.558988 -2.233108 1.031602 0.6 -0.3 -0.4 -0.170
C 0.376624 2.365535 3.363249 1.8 0.4 -1.2 -0.391
C -2.699999 -1.915308 3.870063 -0.4 -0.5 0.0 -0.282
H 1.162214 2.444460 -8.221488 0.1 0.0 0.3 0.039
F -3.623948 -2.883938 5.932815 0.9 0.9 -0.7 0.176
C 2.498882 -0.004386 -0.093976 0.3 0.7 -0.3 -0.110
H 1.293995 1.667774 -0.465111 0.2 -0.3 0.0 0.099
F -0.857974 -3.418957 3.570940 -1.3 0.2 -0.1 0.138
H -0.263030 4.231686 4.210683 -0.2 -0.1 -0.3 0.113
C 1.125761 -0.938454 5.018521 -0.1 -0.6 0.4 -0.017
O -1.820231 -0.945081 3.439815 -0.5 0.7 -0.2 -0.357
H -2.232530 -1.570437 -3.607113 -0.1 0.0 -0.2 0.016
C 3.501791 0.336430 3.378696 0.5 -0.2 0.0 -0.016
F -1.478306 -2.455178 5.881338 -1.2 0.3 -0.4 0.144
C 1.421817 0.587348 -0.614989 -0.1 0.3 0.5 -0.104
H 2.474109 -1.912255 -1.104363 0.5 0.3 0.3 0.100
H -1.138215 0.541108 5.921729 -0.1 0.3 -0.3 0.098
C -4.182274 -1.724520 3.411353 -1.3 -0.3 -0.3 -0.490
C 1.693809 2.098256 2.938192 -1.2 0.4 0.2 -0.209
H 3.572310 -0.693056 3.748677 0.0 0.3 -0.1 0.076
F -4.725035 -0.613398 3.977157 0.5 -0.7 -0.3 0.143
C 1.243310 2.472734 -7.126186 0.0 0.1 0.3 -0.315
H 1.944762 3.693677 1.536126 0.2 -0.1 0.1 0.081
H -0.996224 3.670845 -8.384153 -0.1 0.1 0.2 0.038
H 0.770017 -2.176206 -1.601650 -0.2 0.3 0.2 0.090
C -1.190196 3.779704 -7.309154 0.1 0.1 0.1 -0.337
H 2.969547 -3.255277 0.952321 -0.1 0.3 0.0 0.129
C -1.134280 1.386301 5.223092 0.1 0.3 0.7 -0.070
C -1.097135 1.031126 -7.425075 -0.1 0.3 0.3 -0.460
C 2.548519 3.036430 2.174278 0.3 0.3 -0.3 -0.024
H 3.123414 3.678061 2.865600 -0.1 -0.2 -0.3 0.108
F -2.328752 -3.315160 1.967023 -0.1 0.0 1.1 0.147
H -0.670894 0.462645 -0.918353 0.1 -0.1 -0.1 0.096
H -2.272436 3.783488 -7.131355 0.2 0.1 -0.1 0.030
C -2.694763 -2.035085 5.428997 0.2 -0.1 1.7 -0.477
H -2.120509 -2.239356 -5.276832 -0.1 0.1 0.2 0.040
H 1.371439 -0.774975 6.080486 0.0 0.0 -0.3 0.110
C 0.660378 -1.501164 -4.752399 0.0 -0.2 0.1 -0.305
H 0.080273 4.278206 2.460176 -0.2 -0.1 0.2 0.093
H 1.719587 3.414483 -6.824246 0.1 -0.3 -0.1 0.033
P -0.691667 -0.270244 -4.967901 0.1 -0.7 -0.4 0.791
Bi -1.699824 1.032757 2.476454 1.3 -2.0 1.4 1.974
F -4.256322 -1.547770 2.065627 0.2 0.0 1.0 0.135
H 3.208459 0.609309 0.482051 -0.4 -0.1 -0.5 0.080
H 3.265145 2.505543 1.534770 -0.2 0.2 0.1 0.074
C 0.235700 -0.059221 -1.277782 0.3 -0.3 -0.3 -0.188
H -2.151715 1.396924 4.754457 -0.2 0.2 0.5 0.031
H 0.804783 -2.615750 2.290215 0.1 0.3 -0.3 0.092
H -0.904471 -1.892950 0.884729 0.3 -0.5 0.0 0.071
H 3.050848 -1.788125 1.908161 -0.1 -0.1 -0.2 0.087
F -2.912582 -0.818764 5.996493 0.0 -0.7 -0.5 0.135
H 0.261521 -0.662182 -7.199571 -0.2 0.2 0.1 0.074
C 0.101580 -1.953818 0.451128 -0.4 0.5 0.6 -0.102
H 4.027240 -1.471556 -0.354065 -0.4 0.1 -0.1 0.125
H 0.443733 -2.416368 -5.318627 0.2 0.1 0.2 0.047
C -2.190792 -3.271749 3.319568 0.8 -1.6 -0.8 -0.485
H -0.765427 4.727558 -6.959138 -0.2 -0.1 -0.1 0.030
C 2.929860 -1.426331 -0.233835 0.2 -0.7 0.3 -0.171
C -0.030957 1.251084 4.231949 0.3 -1.6 -0.8 -0.421
F -2.822686 -4.355613 3.838650 0.6 1.2 -0.5 0.175
H -1.039930 2.343117 5.770255 -0.2 -0.4 -0.1 0.121
H -0.701667 1.154866 -8.441271 -0.2 0.0 0.1 0.074
C -2.172253 -1.322386 -4.674395 0.0 -0.1 0.1 -0.311
C 2.118161 0.863102 3.489738 -0.7 0.3 0.6 -0.167
H -2.188011 1.156400 -7.470574 0.2 -0.1 0.0 0.075
H 0.248888 0.119186 -2.372663 -0.1 0.0 0.5 0.068
H 0.157317 -1.437348 4.980922 0.3 0.0 0.0 0.048
C 0.080303 -1.571516 -0.999247 -0.5 0.0 -0.6 -0.206
P -0.432187 2.405641 -6.335939 -0.1 0.5 -1.3 0.775
C -0.728856 -0.332109 -6.852391 0.0 -0.1 0.4 -0.431
H -0.925874 -1.841702 -1.367081 0.4 0.0 0.0 0.108
H -1.416878 3.539958 3.061502 -0.2 0.3 0.1 0.029
H -3.065890 -0.750509 -4.958195 0.2 -0.2 0.1 0.039
H 1.595295 -1.062219 -5.125739 -0.2 -0.1 0.1 0.039
H -1.457204 -1.097480 -7.149248 0.3 0.1 0.0 0.071

# 2
85
Properties=species:S:1:pos:R:3:forces:R:3:lowdin_charge:R:1 method="wB97M-V/def2-TZVPD" charge=+1 e_above_lowest_ev=1.206 multiplicity=6
N 0.265042 3.092610 3.813616 -0.2 0.0 0.1 -0.076
C -3.196132 -2.702344 0.208629 0.0 0.0 0.0 -0.035
H -3.946061 -5.249158 0.349342 -0.1 0.0 0.0 0.115
H -4.034440 1.003750 -1.246621 0.0 0.0 0.0 0.034
H 2.348197 2.998582 2.038671 0.0 0.1 0.0 0.129
C -2.884661 -5.136723 0.172988 0.0 0.0 0.0 -0.031
H 2.139808 -0.745279 -5.508425 0.0 0.0 0.0 0.088
H 2.436763 -3.181202 2.309915 0.0 0.0 0.0 0.097
N 3.565641 -0.283487 -2.739350 -0.1 0.0 0.3 -0.006
H -3.252209 2.538203 -1.618867 0.0 0.0 0.0 0.025
C 2.085906 1.245833 0.690907 -0.1 0.1 0.0 -0.176
H -1.860978 -1.686026 -2.676201 0.0 0.0 0.0 -0.004
C 4.242791 -2.320229 3.115625 0.1 0.0 0.0 -0.034
H -0.056423 1.102144 4.297274 0.1 0.0 0.0 0.137
C 0.934987 0.093037 2.097106 -0.3 0.0 -0.2 -0.341
C -1.294390 -1.274090 -0.118105 0.1 0.1 0.1 -0.200
N 3.364257 -1.990056 0.923815 0.0 0.1 -0.1 0.025
H -0.438098 2.749634 -0.350274 0.0 0.0 0.0 0.011
H -3.605093 -1.554470 -2.933908 0.0 0.0 0.0 0.034
H -1.004719 3.324989 -1.947834 0.0 0.0 0.0 0.032
N 0.332244 5.228884 4.012609 0.0 0.1 0.0 0.083
H -0.596674 2.142507 -4.221242 -0.1 0.1 0.1 0.042
I 1.869910 -4.631353 -0.595179 0.1 -0.4 -0.1 1.126
H 6.250990 -0.306481 1.290181 0.0 0.0 0.0 0.120
H -3.324324 -0.585687 0.213072 0.0 0.0 0.0 0.086
Se 0.529640 1.328154 -2.183215 0.0 0.0 0.0 1.128
N 1.236110 1.278853 2.688464 0.1 -0.1 0.1 -0.004
C -1.590510 5.734570 2.453256 0.0 -0.1 0.0 0.002
C -3.091638 1.463760 -1.541447 0.0 0.1 -0.1 -0.228
H -0.207172 0.390015 -4.267468 0.0 0.0 -0.1 -0.017
H -4.251299 -2.859476 0.389812 -0.1 0.0 0.0 0.114
C 3.289344 -2.535969 2.131340 0.0 0.0 0.0 -0.148
H -0.883441 -0.688335 2.925079 0.0 0.0 0.0 0.090
H 0.657361 3.679418 -1.387973 0.0 0.0 0.0 0.046
C -3.572510 1.509691 -4.699878 0.0 0.0 0.0 -0.207
C -0.191362 -4.811635 -0.274079 0.0 0.0 0.0 -0.596
C -0.393028 -2.308671 -0.249456 0.1 -0.1 0.1 -0.228
C -1.661517 2.884843 2.176053 0.0 0.0 0.0 -0.016
H -3.215512 5.705533 1.080747 0.0 0.0 0.0 0.107
H -2.500760 -7.229590 0.118331 0.0 0.0 0.0 0.109
H 0.174854 -1.873046 2.185083 0.0 0.0 0.0 0.063
C -2.534615 3.705782 1.498067 0.0 0.0 0.0 -0.082
C -0.156770 2.956585 -1.381804 0.1 0.0 0.0 -0.310
H -1.695697 1.807813 2.074491 0.0 -0.1 0.0 0.107
H 6.090156 -1.316491 3.567337 0.0 0.0 0.0 0.116
C 2.599887 -0.683606 -3.530824 0.2 0.0 -0.1 -0.905
H -4.628908 1.290179 -4.549557 0.0 0.0 0.0 0.030
C -0.625118 1.199931 -3.671976 0.1 0.1 -0.1 -0.547
C 0.162210 -0.972663 2.791499 0.0 0.0 0.0 0.004
N 0.891482 4.149992 4.385069 0.2 -0.1 0.1 0.064
C 4.467975 -0.656402 -0.715791 -0.4 0.0 -0.2 -0.067
C -2.350045 -3.827892 0.075626 0.0 0.0 0.0 -0.165
C -2.676057 -1.446769 0.107511 -0.1 -0.1 0.1 -0.102
H -1.558559 6.808284 2.563415 0.0 0.0 0.0 0.120
N 1.405735 0.059092 0.866795 0.4 0.0 0.0 0.070
H -0.922571 -0.251499 -0.147398 0.0 0.0 0.0 0.043
H -3.449516 2.590873 -4.732527 0.0 0.0 0.0 0.025
C -0.960477 -3.621732 -0.153079 0.0 -0.1 -0.1 -0.250
N 3.422624 -0.737838 -1.453358 0.4 -0.2 -0.1 -0.091
C 5.326429 -1.503740 2.825709 -0.1 -0.1 0.0 -0.038
N 2.664378 -0.238446 -4.815487 -0.1 0.0 0.0 0.080
H -2.363036 1.267592 -0.757706 0.0 0.0 0.0 -0.016
C -2.501349 5.111593 1.633133 0.0 -0.1 0.0 -0.071
C -0.743875 3.530558 3.010333 0.0 0.0 -0.1 -0.177
H 2.613325 1.469035 -0.219804 0.1 0.0 0.0 0.077
C 1.975282 2.020109 1.797778 0.1 0.0 0.0 -0.031
C 4.415999 -1.205790 0.641888 0.0 0.0 -0.1 -0.260
H 3.530506 0.186321 -5.106975 0.0 0.0 0.0 0.104
H 5.389652 -0.230693 -1.102115 0.0 0.1 0.0 0.134
H -2.511440 -1.582704 -4.323628 0.0 0.0 -0.1 0.033
H 0.586920 -1.188875 3.772294 0.0 0.0 0.0 0.092
S 1.243863 -1.661198 -3.086347 -0.1 0.0 -0.1 0.631
C 5.420221 -0.940871 1.563920 -0.1 -0.1 0.0 -0.002
Fe 1.654410 -1.859004 -0.678084 -0.2 0.5 0.6 0.313
Ge -2.545058 0.704710 -3.256753 -0.1 -0.1 0.0 0.799
H -3.273979 1.094149 -5.660916 0.0 0.0 0.0 0.029
C -0.705275 -6.070728 -0.184729 0.0 0.1 0.0 -0.153
H 1.539106 1.770367 4.728832 0.0 0.1 -0.1 0.147
C -2.087900 -6.233032 0.045905 0.0 0.0 0.0 -0.071
H 4.140792 -2.797527 4.078726 0.0 0.0 0.0 0.112
H -3.277086 3.261984 0.847592 0.0 0.0 0.0 0.095
C -0.696162 4.914015 3.147275 -0.1 0.0 -0.1 -0.222
C 0.752698 1.757774 3.973718 0.0 0.0 0.0 -0.055
H -0.070513 -6.938425 -0.290610 0.0 0.0 0.0 0.092
C -2.630538 -1.232513 -3.299840 0.0 0.0 0.0 -0.193

# 3
28
Properties=species:S:1:pos:R:3:forces:R:3:lowdin_charge:R:1 method="wB97M-V/def2-TZVPD" charge=-3 e_above_lowest_ev=2.353 multiplicity=2
H 0.744416 -1.594761 3.048276 -0.4 0.1 -0.1 0.052
O -0.307757 -0.231749 -1.395802 1.2 -2.4 4.0 -0.062
H -0.747242 -4.006459 0.034272 0.3 0.0 -0.4 0.093
O -1.232995 2.254506 0.509724 -1.5 -2.3 0.0 -0.101
C -0.960677 -0.042885 -2.403544 -0.7 4.1 -3.0 -0.841
C 0.591631 -1.975077 2.049057 3.2 0.4 1.3 -0.262
H 1.411551 0.832422 -2.028199 -1.2 -0.2 -0.5 0.052
Cl -2.575029 -0.809597 0.977601 0.6 -0.2 0.1 -0.248
C 2.300011 1.923483 -0.917000 0.7 2.7 2.2 -0.808
O -2.291339 4.162061 0.113742 0.0 1.2 0.0 -0.007
O -2.225073 -0.549284 -2.622753 0.3 -1.0 0.9 0.029
H -2.382524 -0.928013 -1.754791 -0.8 -0.5 0.6 0.015
O 3.214293 2.766768 -0.722142 0.0 -0.8 -1.2 -0.084
C -1.108277 3.472389 0.413251 4.0 0.2 0.4 -0.800
C 1.045534 -2.521327 -0.095478 -2.2 -2.7 0.1 -0.093
Cu -0.169275 0.146482 0.797360 -0.3 2.5 -0.9 0.370
C 1.442903 -1.750051 0.974398 0.5 2.2 0.5 -0.173
H 1.549503 -2.752803 -1.022218 -0.4 0.7 -0.2 0.092
H -0.733796 -3.514333 2.362303 -0.2 0.5 -0.3 0.145
O 1.908507 1.640825 -2.173558 0.9 -0.5 -0.2 0.065
O 1.652137 1.453809 0.060769 -0.6 -2.0 0.4 -0.080
N -0.055216 -3.085657 1.749223 -3.2 -0.5 1.1 -0.029
C -0.053102 -3.280561 0.431293 2.3 -1.0 -2.1 -0.159
O -0.613093 0.792476 -3.242011 0.0 -0.4 -1.7 -0.016
O 0.008955 4.056015 0.549134 -2.9 1.0 -0.4 -0.060
Cl 0.385144 1.008936 3.231871 -0.2 -0.6 -0.6 -0.259
H 2.183960 -0.964461 0.983537 0.1 0.0 -0.1 0.102
H -2.983149 3.496844 0.091686 0.3 -0.4 0.0 0.067

# 4
22
Properties=species:S:1:pos:R:3:forces:R:3:lowdin_charge:R:1 method="wB97M-V/def2-TZVPD" smiles="NC1=N[C@@H]2C[C@H](N1)[C@@H](C(=O)O)N2" charge=0 e_above_lowest_ev=1.375
H 1.965878 1.573604 -2.379085 0.1 -0.1 -0.6 0.082
C -1.416954 0.511344 0.021152 0.2 0.6 -3.7 -0.321
N -0.905607 1.012192 -1.310328 1.4 5.3 1.3 0.082
C 0.200371 -2.224531 1.205290 2.9 0.7 -1.5 -0.555
N 0.967927 1.669887 -2.410632 0.3 0.5 -0.9 0.122
H -2.460358 0.714352 0.057586 -0.9 -0.1 0.1 0.120
H 2.123591 1.524882 -0.037720 -1.3 -0.3 -0.7 0.144
H 0.965370 -1.547108 -0.559652 0.7 0.1 -0.7 0.148
C -0.693687 0.788485 1.303678 1.2 -1.4 1.2 -0.068
C 0.688513 0.190976 0.856358 -0.6 1.4 0.1 -0.194
H -1.604408 -2.381280 0.998395 -1.1 0.9 -1.1 0.094
H -0.526111 1.801444 1.676636 -0.3 0.1 -0.8 0.120
H -1.048614 -0.832172 -1.500931 0.0 0.1 0.8 0.114
C 0.295164 -1.139404 0.159348 -2.9 1.7 -0.1 -0.139
O -0.914824 -2.777023 1.507755 -0.6 -1.5 1.6 0.186
O 1.295352 -2.566783 1.578341 -0.1 -0.8 1.3 0.100
N -1.060370 -0.784803 -0.483227 0.2 -5.9 4.0 0.001
N 1.117439 1.283740 -0.090388 1.2 -1.0 0.9 0.076
H -1.138024 0.277886 2.210325 0.2 0.0 -1.2 0.135
C 0.341306 1.367271 -1.245002 -1.5 -0.6 -0.2 -0.515
H 1.380777 0.084960 1.703231 0.0 0.0 -0.7 0.153
H 0.427271 1.452083 -3.261131 0.8 0.3 0.8 0.116

# 5
12
Properties=species:S:1:pos:R:3:forces:R:3:lowdin_charge:R:1 method="wB97M-V/def2-TZVPD" smiles="[H]/N=c1/cc(O)on1O" charge=0 e_above_lowest_ev=4.650
O -0.631449 -1.241700 -0.368525 0.6 -2.0 -0.4 0.066
N 0.816285 -0.902067 -0.600957 -1.3 0.4 -0.1 -0.051
H -2.979739 0.558137 0.090404 -1.0 1.4 0.2 0.096
O -2.649362 -0.318278 0.065275 2.5 -1.1 -0.7 0.142
N 1.865032 1.221701 -0.011465 1.7 -0.7 -0.6 0.146
H -0.894624 1.934467 0.118337 0.3 0.7 0.1 0.104
C 0.862010 0.487764 -0.213528 -1.0 1.7 0.3 -0.427
C -0.506865 0.968671 -0.084277 -1.2 -1.8 -0.2 0.038
O 1.541744 -1.711357 0.209012 -1.4 0.1 2.9 0.006
H 1.119658 -1.597076 1.173112 1.5 -0.3 -2.5 0.189
H 2.763723 0.735894 -0.229080 -0.9 0.3 0.4 0.073
C -1.306414 -0.136154 -0.148312 0.2 1.3 0.6 -0.383

# 6
17
Properties=species:S:1:pos:R:3:forces:R:3:lowdin_charge:R:1 method="wB97M-V/def2-TZVPD" charge=+3 e_above_lowest_ev=3.175
Hf -2.320375 -2.459693 5.621598 -0.3 1.0 -3.5 1.679
Br -2.469303 -1.655071 2.880493 0.2 -1.1 3.8 -0.025
O -0.764828 -0.118981 -2.623993 0.8 0.9 0.9 -0.078
H -0.842307 2.106962 -0.729327 0.3 -0.6 0.2 0.095
H -0.148700 0.510128 0.920458 0.7 0.4 -0.2 0.133
H 1.223807 -2.313688 0.558714 -0.2 0.0 -0.2 0.120
C 0.969368 -1.410942 1.121168 0.3 -0.1 -0.7 0.022
C 0.136474 -0.362359 0.334074 -0.3 -0.8 -0.5 -0.197
S 0.419679 0.601345 -2.180199 0.5 -1.1 -2.2 0.837
O 0.954439 -0.139394 -0.825653 -0.1 0.9 0.3 -0.153
H -0.780110 2.733994 -2.340186 0.4 -0.2 -0.5 0.116
H 0.722154 2.894690 -1.315026 0.3 -0.4 -0.2 0.118
O 1.535162 0.836687 -3.072770 -1.2 0.0 1.6 -0.058
H 0.368444 -1.775338 1.962787 -0.1 0.4 0.1 0.055
H 1.936818 -0.952958 1.328914 -0.2 0.1 0.5 0.115
C -0.156249 2.296425 -1.557728 -1.0 1.3 0.2 0.077
H -0.784474 -0.791806 -0.083324 -0.1 -0.6 0.4 0.144